# 1
Computed, not measured: 6 unconnected molecules or ions with the total composition C31H64NO9P, with wB97M-V/def2-TZVPD.

```
! wB97M-V def2-TZVPD RIJCOSX def2/J DEFGRID3
* xyz 0 1
C -4.02878 1.68494 -3.33780
C -4.50190 0.14020 -3.19092
O -4.03096 -0.72256 -4.24918
C -2.59423 -0.68908 -4.39271
C -1.77214 -0.74860 -3.02312
O -2.23063 -1.77029 -2.09482
P -0.96973 -1.94392 -0.93600
C -1.53136 -1.52418 0.82040
C -1.11058 -0.06233 1.33158
C -1.33767 1.00120 0.15193
C -1.55506 2.51275 0.63591
C -0.14337 3.10593 1.11125
N 0.92525 3.07598 0.05449
C -0.59980 -3.83180 -0.86137
C -0.99337 -4.57877 -2.22625
O -0.08632 -4.93412 -3.02069
O -2.35374 -4.88503 -2.54387
H -3.76551 1.97937 -4.40373
H -4.91278 2.30951 -2.93433
H -3.16504 1.88729 -2.60018
H -4.31512 -0.27660 -2.13302
H -5.65208 0.16909 -3.29621
H -2.22427 0.17830 -5.06264
H -2.31306 -1.64461 -4.97834
H -1.69765 0.29909 -2.54513
H -0.68416 -1.02081 -3.30438
H -0.99513 -2.27739 1.51720
H -2.64668 -1.74595 0.91510
H -1.78041 0.26763 2.21047
H -0.03287 -0.02227 1.71952
H -0.46829 0.88071 -0.58224
H -2.28592 0.65951 -0.41794
H -2.33235 2.52231 1.46840
H -1.92504 3.12285 -0.26172
H 0.19801 2.47820 2.00279
H -0.31819 4.21011 1.37233
H 1.20577 4.05124 -0.13172
H 0.53628 2.75109 -0.85376
H 0.48245 -4.04275 -0.56203
H -1.27714 -4.23232 -0.01503
H -2.90349 -4.44491 -1.84943
C 4.89505 2.59978 1.31319
C 5.75119 1.77877 0.37864
C 5.56853 0.37731 0.92904
O 4.25498 0.32649 1.50188
C 3.73613 1.66322 1.58412
H 4.57934 3.55656 0.89344
H 5.44244 2.79662 2.24129
H 5.34869 1.83577 -0.63828
H 6.79629 2.09241 0.35049
H 6.29079 0.16550 1.72507
H 5.66359 -0.39210 0.15916
H 2.95706 1.76775 0.82291
H 3.28669 1.82403 2.56736
C 3.63907 3.98892 -3.41925
C 3.66614 5.31544 -4.14637
C 3.37465 6.29501 -3.02618
O 3.90551 5.72028 -1.82441
C 4.24977 4.35188 -2.08029
H 4.18212 3.19437 -3.93366
H 2.60295 3.66198 -3.28139
H 4.66766 5.49668 -4.55002
H 2.95035 5.38174 -4.96747
H 2.29663 6.42964 -2.88597
H 3.82840 7.27406 -3.19636
H 5.34280 4.28182 -2.11079
H 3.88266 3.72165 -1.26706
C 1.11742 5.19193 5.79094
C 2.01563 3.97530 5.76842
C 1.08009 2.90265 5.24667
O 0.13880 3.55619 4.38407
C 0.26183 4.97421 4.55861
H 1.65944 6.13888 5.77109
H 0.49100 5.17451 6.68890
H 2.83569 4.13280 5.06004
H 2.44692 3.72875 6.74007
H 0.51847 2.43389 6.06181
H 1.60560 2.12161 4.69170
H 0.74497 5.38135 3.66339
H -0.73079 5.42038 4.65211
C 2.75900 -6.05155 3.47198
C 2.74386 -6.91686 2.23117
C 1.66122 -6.25717 1.39993
O 1.67370 -4.86200 1.73438
C 2.48987 -4.67403 2.89886
H 3.69351 -6.10387 4.03303
H 1.94185 -6.34518 4.13924
H 3.70724 -6.84348 1.71618
H 2.54393 -7.97065 2.43209
H 0.67100 -6.65317 1.64990
H 1.82397 -6.37887 0.32643
H 3.41863 -4.18772 2.58198
H 1.97686 -4.01786 3.60541
C -6.93356 -4.91016 -2.73059
C -7.63804 -4.09297 -1.66935
C -6.63696 -4.12414 -0.53011
O -5.33530 -4.21425 -1.12505
C -5.48562 -4.51653 -2.52015
H -7.28559 -4.71202 -3.74418
H -7.06472 -5.97771 -2.52499
H -7.77172 -3.06475 -2.02116
H -8.61598 -4.48711 -1.38785
H -6.77948 -5.00803 0.10074
H -6.69143 -3.23381 0.10076
H -5.23389 -3.61365 -3.08707
H -4.78983 -5.30945 -2.80131
*
```

Values from the calculation:
electronic energy	-2292.65402	hartree
E_HOMO	-8.16	eV
SMILES	CCOCCOP(CCCCCN)CC(=O)O.C1CCOC1.C1CCOC1.C1CCOC1.C1CCOC1.C1CCOC1
LUMO	0.022	Eh
largest force on an atom	4.69	eV Å⁻¹
Kohn-Sham gap	8.75	eV



# 2
Computed, not measured: a molecular structure, C31H63LiN4P2SSbSi3, with wB97M-V/def2-TZVPD.

```
! wB97M-V def2-TZVPD RIJCOSX def2/J DEFGRID3
* xyz 1 1
Li 0.56870 0.00270 0.29630
C -2.55110 -2.35380 -0.69520
P -0.90300 -1.61650 -1.02390
C -1.39520 -0.70670 -2.54150
N -1.84610 -1.39060 -3.56040
C -2.27260 -0.71950 -4.64490
C -2.73660 -1.41830 -5.77570
C -3.20260 -0.71690 -6.85400
C -3.21540 0.69020 -6.85330
C -2.76370 1.40080 -5.77560
C -2.28510 0.70840 -4.64700
N -1.86150 1.38740 -3.56390
C -1.39880 0.71010 -2.54450
P -0.91220 1.63870 -1.03770
C -2.53920 2.44440 -0.77640
C 0.16680 3.02580 -1.71000
C -0.40920 3.85060 -2.85810
C 0.45400 3.93710 -0.51460
C 1.45680 2.34290 -2.16170
C 0.11260 -3.04750 -1.69350
C 0.54290 -3.84740 -0.46420
C 1.33830 -2.40480 -2.34350
C -0.59790 -3.96540 -2.68540
H -2.99630 -2.69720 -1.62920
H -3.19040 -1.59790 -0.23970
H -2.44450 -3.17950 0.00590
H -2.71170 -2.49790 -5.76470
H -3.56600 -1.24260 -7.72350
H -3.58970 1.20870 -7.72310
H -2.75860 2.47940 -5.76400
H -3.22290 1.72190 -0.33100
H -2.93600 2.78650 -1.73260
H -2.42250 3.27810 -0.08740
H -1.32240 4.35970 -2.56170
H -0.62250 3.23470 -3.72760
H 0.31730 4.60880 -3.14900
H -0.43080 4.51200 -0.25110
H 1.24850 4.64100 -0.76040
H 0.76060 3.35710 0.35610
H 1.25660 1.66970 -2.99800
H 1.88950 1.77210 -1.33620
H 2.18260 3.08320 -2.48800
H 1.04770 -3.20900 0.26200
H 1.22400 -4.64730 -0.75380
H -0.31600 -4.30310 0.02090
H 1.82310 -1.72760 -1.63720
H 1.05180 -1.84250 -3.23300
H 2.05650 -3.16730 -2.62930
H -1.42440 -4.49310 -2.21050
H 0.10730 -4.70880 -3.05250
H -0.97660 -3.40660 -3.53660
C 6.32680 0.02200 0.24220
N 5.61930 0.08420 -1.00410
C 6.28670 -0.03100 -2.28780
C 5.12560 0.06160 -3.29020
N 3.97000 -0.12510 -2.43520
C 4.28930 -0.01930 -1.12740
S 3.22860 -0.04870 0.14640
H 7.27910 0.54120 0.14470
H 6.50620 -1.01330 0.54740
H 5.72590 0.51100 1.01040
H 6.82120 -0.98780 -2.35260
H 7.01240 0.77590 -2.41640
H 5.16450 -0.72020 -4.05190
H 5.09190 1.03680 -3.78870
H 3.03950 0.02900 -2.77900
C -0.06670 2.31160 6.08600
Si 0.11360 2.25820 4.18780
C 1.70490 3.16870 3.66020
C -1.39620 3.12750 3.40250
Sb 0.24970 -0.05100 3.06020
Si 2.13850 -1.22590 4.35810
C 2.01060 -3.07140 3.89660
C 2.03300 -1.04790 6.25540
C 3.81170 -0.52760 3.75700
Si -1.91160 -1.15030 3.92870
C -1.87860 -3.00400 3.47190
C -3.34120 -0.34430 2.95410
C -2.26170 -0.95120 5.79320
H -0.10360 3.33620 6.44460
H 0.76370 1.81930 6.57940
H -0.97960 1.81950 6.40530
H 1.65370 4.23090 3.87600
H 1.88560 3.05550 2.59380
H 2.56690 2.76670 4.18250
H -1.39350 4.19450 3.60070
H -2.32090 2.72430 3.80180
H -1.41000 2.98650 2.32420
H 1.13740 -3.51890 4.36000
H 2.88110 -3.62850 4.22720
H 1.92230 -3.20180 2.82210
H 1.03730 -1.28500 6.61910
H 2.27480 -0.03830 6.56870
H 2.72960 -1.72150 6.74590
H 4.07090 -0.91260 2.77520
H 4.61610 -0.78530 4.43990
H 3.77810 0.55610 3.68260
H -1.57330 -3.14290 2.43770
H -2.85760 -3.45720 3.59500
H -1.18390 -3.55340 4.09760
H -3.16820 -0.40300 1.88280
H -3.44830 0.70320 3.21270
H -4.28740 -0.83140 3.16660
H -1.38330 -1.17710 6.38940
H -3.05880 -1.61520 6.11390
H -2.56830 0.06430 6.02350
*
```

Values from the calculation:
electronic energy	-3635.21115	hartree
E_HOMO	-10.57	eV
LUMO	-0.107	Eh
largest force on an atom	1.16	eV Å⁻¹
Kohn-Sham gap	7.65	eV



# 3
Computed, not measured: C2H9NP2 in the gas phase, with wB97M-V/def2-TZVPD.

```
! wB97M-V def2-TZVPD RIJCOSX def2/J DEFGRID3
* xyz 0 1
C -2.37933 -0.37958 0.06302
N -1.45974 0.81491 0.29669
P 0.09044 0.91746 -0.35774
C 1.40273 -0.65850 0.20181
P 3.06729 0.04861 -0.10981
H -2.32806 -1.01611 0.95678
H -3.42738 -0.10739 -0.18385
H -1.89138 -0.76032 -0.83690
H -1.39729 1.45832 1.11888
H -0.02258 0.27165 -1.62411
H 1.38875 -1.30609 1.05235
H 1.31197 -1.42000 -0.64705
H 3.12589 1.03884 0.85405
H 2.51870 1.09821 -0.78413
*
```

Values from the calculation:
electronic energy	-818.97054	hartree
E_HOMO	-8.45	eV
SMILES	CNPCP
LUMO	0.035	Eh
largest force on an atom	2.82	eV Å⁻¹
Kohn-Sham gap	9.41	eV